This record from the OMol25 dataset describes a structure of composition C22H24ClN3O6PdS. The level of theory is the ωB97M-V functional and the def2-TZVPD basis.

Geometry (Å):
Pd (0.4001, -0.4043, 0.3536)
C (-0.2843, 3.7216, -0.0128)
C (-1.3427, 2.6805, -0.0781)
N (-1.1585, 1.3782, -0.0940)
C (-2.3999, 0.7990, -0.1857)
C (-3.3585, 1.7822, -0.2154)
N (-2.6624, 2.9619, -0.1337)
C (-4.8363, 1.8248, -0.3077)
O (-5.4485, 0.6824, -0.4537)
O (-5.3983, 2.9063, -0.2566)
C (-2.5588, -0.6802, -0.3231)
O (-3.7349, -1.1298, -0.3362)
O (-1.5168, -1.3575, -0.4276)
H (0.6521, 3.2550, 0.2883)
H (-0.5441, 4.4911, 0.7153)
H (-0.1471, 4.1944, -0.9871)
H (-3.1092, 3.8647, -0.1317)
H (-4.7492, -0.1024, -0.5755)
O (-0.5863, -0.3987, 2.2340)
N (-0.7281, 0.8331, 2.7056)
C (-1.9324, 1.1517, 3.2198)
C (-2.1707, 2.3762, 3.7839)
C (-1.1222, 3.3009, 3.8146)
C (0.0907, 2.9708, 3.2636)
C (0.3222, 1.7199, 2.6618)
S (1.7556, 1.3008, 1.8440)
H (-2.6576, 0.3566, 3.1335)
H (-3.1484, 2.5976, 4.1833)
H (-1.2673, 4.2777, 4.2573)
H (0.9149, 3.6699, 3.2536)
Cl (0.2240, -3.2988, 3.6078)
C (1.7698, -2.6216, 3.1759)
C (2.7262, -2.5291, 4.1782)
C (3.9825, -2.0289, 3.8821)
C (4.2792, -1.6307, 2.5845)
C (3.3200, -1.7311, 1.5969)
C (2.0378, -2.2222, 1.8686)
C (1.0531, -2.2661, 0.7672)
H (2.4733, -2.8517, 5.1790)
H (4.7264, -1.9552, 4.6649)
H (5.2558, -1.2297, 2.3447)
H (3.5085, -1.3880, 0.5849)
H (0.1348, -2.8010, 0.9967)
H (1.5216, -2.5848, -0.1579)
C (1.3260, 1.5130, -2.2679)
C (1.9093, 0.1032, -2.2984)
C (1.1561, -0.7359, -3.3390)
C (3.3934, 0.1906, -2.6843)
O (1.8751, -0.5413, -1.0621)
H (1.3481, 1.9643, -3.2641)
H (1.8960, 2.1450, -1.5827)
H (0.2921, 1.4859, -1.9299)
H (1.2200, -0.3067, -4.3432)
H (0.1019, -0.8102, -3.0606)
H (1.5703, -1.7452, -3.3605)
H (3.5331, 0.5965, -3.6903)
H (3.8334, -0.8076, -2.6475)
H (3.9234, 0.8249, -1.9716)

Summary:
E_LUMO (spin up / spin down) in hartree: 0.0929 / 0.0869
2S+1: 2
HOMO (spin up / spin down) in eV: -4.71 / -5.16
Net charge: -1

Atom charges from the natural (NBO) analysis, given in e for atoms 1 to 6: 1.18 -0.68 0.40 -0.52 0.01 -0.02

=====

This record from the OMol25 dataset describes a cluster of 2 separate species, C4H9NO3 in total. The level of theory is the ωB97M-V functional and the def2-TZVPD basis.

Geometry (Å):
O (3.1427, 0.5863, -0.4188)
C (1.9929, 0.6012, -0.8424)
N (0.9467, 0.3303, -0.0047)
C (-0.3371, 0.0448, -0.6804)
C (-1.5542, 0.1049, 0.1898)
C (-2.7371, 0.7830, -0.4121)
O (-2.7738, 1.2082, -1.6278)
H (1.7422, 0.8529, -1.8764)
H (1.1394, -0.1300, 0.8743)
H (-0.2635, -0.9037, -1.2564)
H (-0.4905, 0.8532, -1.4420)
H (-1.3517, 0.4560, 1.2173)
H (-1.9360, -0.9092, 0.4743)
H (-3.5132, 1.1529, 0.3074)
H (2.3355, -1.8925, 1.1419)
H (1.9839, -1.2615, 2.5119)
O (1.6739, -1.8771, 1.8440)

Summary:
E_LUMO (spin up / spin down) in hartree: 0.1169 / 0.1162
2S+1: 2
HOMO (spin up / spin down) in eV: 0.46 / -3.11
Net charge: -1

Atom charges from the natural (NBO) analysis, given in e for atoms 1 to 6: -0.68 0.52 -0.61 -0.24 -0.49 -0.01

=====

This record from the OMol25 dataset describes a structure of composition C26H52FIrN5OPSb2. The level of theory is the ωB97M-V functional and the def2-TZVPD basis.

Geometry (Å):
Ir (0.3430, 0.1389, -1.1776)
C (2.5306, -2.9563, -0.3402)
Sb (0.5049, -2.4150, -0.5359)
C (-0.4023, -3.3892, 1.1141)
C (-0.1692, -3.7338, -2.1064)
C (1.0140, -4.2513, -2.8665)
C (1.6218, -5.4372, -2.4646)
C (2.7749, -5.9008, -3.0773)
C (3.3420, -5.1732, -4.1119)
C (2.7347, -4.0016, -4.5349)
C (1.5731, -3.5289, -3.9283)
C (0.9280, -2.2874, -4.4750)
Sb (1.2991, -0.4292, -3.4743)
C (0.5845, 0.8409, -5.0250)
C (3.3904, -0.2145, -3.5749)
H (2.5866, -4.0169, -0.1038)
H (2.9914, -2.3550, 0.4387)
H (3.0356, -2.7688, -1.2860)
H (-0.0685, -4.4241, 1.0457)
H (-1.4856, -3.3501, 1.0191)
H (-0.0945, -2.9747, 2.0672)
H (-0.8461, -3.1489, -2.7278)
H (-0.7457, -4.5385, -1.6516)
H (1.1766, -6.0119, -1.6596)
H (3.2242, -6.8294, -2.7524)
H (4.2395, -5.5253, -4.6017)
H (3.1581, -3.4537, -5.3691)
H (-0.1557, -2.3801, -4.5641)
H (1.3102, -2.0804, -5.4762)
H (1.0372, 0.5072, -5.9582)
H (0.8695, 1.8783, -4.8594)
H (-0.4979, 0.7710, -5.1329)
H (3.6953, -0.2168, -4.6197)
H (3.8527, -1.0476, -3.0497)
H (3.6894, 0.7125, -3.0922)
N (-1.6212, 0.6202, -1.8508)
C (-1.8535, 2.0733, -1.6135)
C (-0.6253, 2.8178, -2.0969)
N (0.5296, 2.2481, -1.3710)
H (-1.6772, 0.4516, -2.8519)
H (-2.3737, 0.0758, -1.4423)
H (-1.9792, 2.2135, -0.5386)
H (-2.7541, 2.4173, -2.1220)
H (-0.7275, 3.8903, -1.9277)
H (-0.4778, 2.6556, -3.1645)
H (0.4893, 2.5444, -0.3946)
H (1.4304, 2.5396, -1.7389)
F (2.2411, 0.0225, -0.5834)
O (-0.1551, 0.7379, 0.8286)
P (-0.7856, 1.4303, 2.0184)
N (0.0452, 1.1415, 3.4145)
C (-0.0140, -0.2143, 3.9822)
C (0.8376, -0.0889, 5.2355)
C (1.9743, 0.8512, 4.8125)
C (1.4351, 1.6275, 3.5942)
N (-2.3264, 0.9237, 2.2394)
C (-2.7727, -0.4013, 1.7619)
C (-4.1227, -0.5927, 2.4438)
C (-3.9162, 0.0832, 3.7953)
C (-3.1229, 1.3335, 3.4282)
N (-0.8425, 3.0529, 1.7753)
C (-2.0573, 3.8951, 1.8274)
C (-1.5882, 5.2730, 1.3256)
C (-0.2117, 5.0287, 0.7040)
C (0.3403, 3.9031, 1.5670)
H (0.4184, -0.9452, 3.2902)
H (-1.0443, -0.4998, 4.1917)
H (1.1957, -1.0540, 5.5891)
H (0.2435, 0.3599, 6.0313)
H (2.8683, 0.2938, 4.5371)
H (2.2511, 1.5256, 5.6195)
H (2.0379, 1.4161, 2.7044)
H (1.4350, 2.7000, 3.7658)
H (-2.0707, -1.1882, 2.0572)
H (-2.8537, -0.4178, 0.6769)
H (-4.4006, -1.6422, 2.5193)
H (-4.9014, -0.0736, 1.8814)
H (-3.3344, -0.5621, 4.4564)
H (-4.8477, 0.3248, 4.3022)
H (-2.4676, 1.6760, 4.2297)
H (-3.7950, 2.1491, 3.1584)
H (-2.4472, 3.9718, 2.8428)
H (-2.8410, 3.4645, 1.2016)
H (-1.4911, 5.9575, 2.1675)
H (-2.2975, 5.7157, 0.6294)
H (0.4212, 5.9136, 0.7165)
H (-0.3057, 4.7029, -0.3371)
H (0.7093, 4.3098, 2.5121)
H (1.1579, 3.3391, 1.1114)

Summary:
E_LUMO in hartree: -0.1855
HOMO in eV: -13.28
Net charge: +2

Atom charges from the Mulliken analysis, given in e for atoms 1 to 6: 3.66 -1.22 0.26 -1.48 -1.26 0.45

=====

This record from the OMol25 dataset describes a structure of composition C33H55B2Ca2F17N10O9S3. The level of theory is the ωB97M-V functional and the def2-TZVPD basis.

Geometry (Å):
Ca (2.8531, -2.9318, -0.3504)
Ca (-0.2187, -1.1952, 4.2372)
C (-2.5999, 4.4500, 0.5382)
C (-3.5214, 3.3697, -0.0137)
N (-4.4442, 2.8344, 0.9963)
C (-5.6827, 3.3088, 1.2650)
C (-6.2159, 2.4475, 2.2061)
N (-5.3357, 1.4528, 2.4188)
C (-4.2186, 1.7098, 1.7190)
C (-5.4618, 0.4050, 3.4041)
H (-1.8926, 3.9207, 1.1801)
H (-3.0143, 5.2027, 1.2077)
H (-2.0650, 4.9640, -0.2575)
H (-3.0105, 2.5519, -0.5221)
H (-4.1839, 3.6133, -0.8501)
H (-6.1791, 4.1367, 0.7887)
H (-7.1992, 2.6159, 2.6143)
H (-3.4368, 0.9861, 1.5443)
H (-6.2300, 0.5260, 4.1669)
H (-4.5791, 0.1541, 3.9889)
H (-5.7777, -0.4991, 2.8821)
C (0.1616, 4.7534, 3.5347)
C (1.5089, 4.1328, 3.7449)
N (2.3659, 5.0005, 4.5658)
C (3.1176, 6.1058, 4.1971)
C (3.7356, 6.5740, 5.3206)
N (3.5154, 5.7170, 6.3439)
C (2.6724, 4.7933, 5.8744)
C (4.0522, 5.8574, 7.7163)
H (-0.1602, 4.4420, 2.5337)
H (0.2131, 5.8396, 3.5027)
H (-0.6963, 4.4346, 4.1251)
H (2.1254, 3.8655, 2.8782)
H (1.6164, 3.1148, 4.1353)
H (2.9757, 6.5410, 3.2222)
H (4.2298, 7.5259, 5.4367)
H (2.1038, 4.1390, 6.5168)
H (3.8635, 6.8960, 7.9625)
H (5.0514, 5.4588, 7.8853)
H (3.5099, 5.1906, 8.3905)
C (0.3805, -1.5721, -3.6519)
C (-0.0095, -2.4003, -4.8758)
N (0.9021, -2.2084, -6.0095)
C (2.2517, -2.5237, -5.8970)
C (2.8753, -1.9365, -6.9446)
N (1.9393, -1.2522, -7.6805)
C (0.7497, -1.4320, -7.0852)
C (2.1998, -0.4394, -8.8731)
H (1.0292, -2.1604, -3.0165)
H (-0.5482, -1.4956, -3.0702)
H (0.5954, -0.5091, -3.7601)
H (-0.9842, -2.0798, -5.2459)
H (0.0324, -3.4770, -4.7160)
H (2.6755, -3.0369, -5.0509)
H (3.9110, -1.8019, -7.2127)
H (-0.1309, -0.9130, -7.4267)
H (2.2319, -1.0472, -9.7703)
H (3.1632, 0.0343, -8.6786)
H (1.5137, 0.4039, -8.8516)
C (-4.0129, -3.2405, -0.5971)
C (-3.8078, -4.1791, 0.5763)
N (-3.1386, -5.4194, 0.1288)
C (-1.8023, -5.7625, 0.2332)
C (-1.6113, -7.0378, -0.2114)
N (-2.8740, -7.5027, -0.5474)
C (-3.7414, -6.5603, -0.2250)
C (-3.1447, -8.8734, -1.0301)
H (-4.3739, -2.3142, -0.1376)
H (-4.8565, -3.5577, -1.2084)
H (-3.1147, -3.0049, -1.1595)
H (-4.7434, -4.5310, 1.0096)
H (-3.1759, -3.8506, 1.3976)
H (-1.1009, -5.0375, 0.6133)
H (-0.6765, -7.5696, -0.2293)
H (-4.8132, -6.6543, -0.3184)
H (-3.0295, -9.5612, -0.1966)
H (-2.5062, -9.1245, -1.8688)
H (-4.1972, -8.8021, -1.3015)
C (-1.2966, 2.3108, -3.9831)
C (-0.2813, 3.3580, -4.3889)
N (0.8695, 3.3031, -3.4588)
C (2.0298, 2.5954, -3.6375)
C (2.8367, 2.8160, -2.5536)
N (2.1795, 3.7426, -1.7774)
C (1.0146, 4.0396, -2.3561)
C (2.5311, 4.2803, -0.4759)
H (-1.5962, 2.2738, -2.9392)
H (-1.0158, 1.3152, -4.3279)
H (-2.1853, 2.5566, -4.5739)
H (-0.6894, 4.3620, -4.2810)
H (0.0821, 3.2268, -5.4043)
H (2.2761, 2.1364, -4.5797)
H (3.8231, 2.5900, -2.1759)
H (0.3812, 4.8486, -2.0338)
H (1.6492, 4.5931, 0.0727)
H (3.2606, 5.0748, -0.6464)
H (3.0853, 3.5483, 0.1139)
B (1.4198, -5.0493, -1.8033)
F (2.8258, -4.7103, -1.9710)
F (1.2291, -6.2844, -1.2503)
F (0.8936, -4.1428, -0.8608)
F (0.7319, -4.9143, -3.0164)
B (-2.8603, -1.9502, 3.2002)
F (-3.8340, -2.8311, 3.6059)
F (-1.6770, -2.6525, 2.9912)
F (-3.2762, -1.1989, 2.1140)
F (-2.3883, -1.1746, 4.3024)
C (4.8377, 1.3947, 0.8648)
F (5.0100, 1.7288, -0.4279)
F (5.6183, 2.1021, 1.6595)
F (3.5551, 1.6736, 1.2113)
S (5.2183, -0.4816, 0.9840)
O (4.0805, -1.1234, 0.3328)
O (6.4690, -0.5797, 0.3116)
O (5.3693, -0.8041, 2.3988)
C (0.4069, 1.0548, 0.2542)
F (1.0278, 1.1731, -0.9267)
F (1.1826, 1.5692, 1.2090)
F (-0.7615, 1.6917, 0.2497)
S (0.1416, -0.7881, 0.5736)
O (0.1220, -0.8661, 2.0299)
O (-1.1361, -1.1310, -0.0574)
O (1.2993, -1.4783, 0.0493)
C (2.1115, -5.3199, 3.5877)
F (3.1841, -5.9892, 3.2152)
F (1.0999, -5.7050, 2.8283)
F (1.8736, -5.4388, 4.8716)
S (2.4291, -3.4676, 3.2441)
O (2.4548, -3.3508, 1.7738)
O (1.1891, -2.8157, 3.7347)
O (3.5933, -3.0860, 3.9617)

Summary:
E_LUMO in hartree: -0.3225
HOMO in eV: -15.95
Net charge: +4

Atom charges from the Mulliken analysis, given in e for atoms 1 to 6: 1.93 1.52 -0.84 -0.48 0.22 -0.27

=====

This record from the OMol25 dataset describes a structure of composition C46H36IN13O2S2V. The level of theory is the ωB97M-V functional and the def2-TZVPD basis.

Geometry (Å):
V (0.6961, 0.3506, 0.3704)
C (-0.3453, 4.2729, 1.6015)
C (-0.0321, 2.8131, 1.5377)
N (0.4535, 2.2366, 0.4554)
N (0.5013, 2.8988, -0.7343)
C (0.2089, 2.0095, -1.6729)
O (-0.0866, 0.7976, -1.3512)
C (0.1177, 2.4645, -3.0737)
C (-0.4187, 1.6182, -4.0382)
C (-0.5077, 2.0357, -5.3570)
C (-0.0713, 3.3028, -5.7177)
C (0.4541, 4.1547, -4.7539)
C (0.5506, 3.7382, -3.4372)
C (-0.4040, 1.8456, 2.5321)
C (-0.8893, 2.1300, 3.8153)
C (-1.2722, 1.1018, 4.6422)
C (-1.1537, -0.2185, 4.1885)
C (-0.6711, -0.4379, 2.9219)
N (-0.3143, 0.5532, 2.0872)
H (-0.5744, 4.6192, 0.5950)
H (-1.1965, 4.4648, 2.2541)
H (0.5112, 4.8479, 1.9626)
H (-0.7565, 0.6340, -3.7496)
H (-0.9176, 1.3705, -6.1069)
H (-0.1415, 3.6262, -6.7488)
H (0.7841, 5.1471, -5.0349)
H (0.9622, 4.3849, -2.6739)
H (-0.9607, 3.1597, 4.1396)
H (-1.6536, 1.3047, 5.6345)
H (-1.4388, -1.0551, 4.8114)
H (-0.5587, -1.4407, 2.5274)
S (1.6298, -1.2717, -3.1951)
C (2.5804, -0.9808, -1.8596)
N (2.5946, 0.0639, -1.0081)
C (3.8520, 0.1693, -0.4035)
C (4.3227, 1.2901, 0.2773)
C (5.5903, 1.2700, 0.8372)
C (6.4066, 0.1473, 0.7269)
C (5.9785, -0.9587, 0.0089)
C (4.7177, -0.9219, -0.5701)
S (3.9688, -2.0860, -1.6123)
H (3.6920, 2.1698, 0.3418)
H (5.9536, 2.1450, 1.3629)
H (7.3903, 0.1439, 1.1807)
H (6.6132, -1.8267, -0.1184)
C (-0.9878, -3.8664, -2.9431)
N (-0.7874, -3.2995, -1.6205)
C (-0.7700, -2.0171, -1.2168)
N (-0.1414, -1.9333, -0.0429)
C (0.2290, -3.2245, 0.1955)
N (-0.1333, -4.0715, -0.7218)
C (-2.3231, -3.7982, -3.6546)
C (-2.2711, -4.1569, -5.0010)
C (-3.4185, -4.2654, -5.7609)
C (-4.6506, -4.0081, -5.1934)
C (-4.7230, -3.6204, -3.8617)
C (-3.5571, -3.5074, -3.0848)
C (-6.0440, -3.3465, -3.3079)
N (-7.1970, -3.5556, -3.8563)
N (-8.1484, -3.1053, -2.9688)
C (-7.5167, -2.6437, -1.9459)
O (-6.1696, -2.7821, -2.0883)
C (-8.0042, -1.9382, -0.7689)
C (-9.3381, -1.5803, -0.5965)
C (-9.6851, -0.7996, 0.4928)
C (-8.7141, -0.3196, 1.3674)
C (-7.3817, -0.6602, 1.1862)
C (-6.2531, -0.0336, 2.0006)
N (-5.2085, 0.4684, 1.1181)
C (-4.1533, -0.1837, 0.5953)
N (-3.6143, 0.5136, -0.3741)
C (-4.3968, 1.6245, -0.4107)
N (-5.3694, 1.6405, 0.4765)
C (-7.0550, -1.5125, 0.1456)
H (-0.7322, -4.9172, -2.8205)
H (-0.2305, -3.4099, -3.5834)
H (-1.2487, -1.1976, -1.7255)
H (0.7470, -3.5517, 1.0844)
H (-1.3067, -4.3691, -5.4500)
H (-3.3511, -4.5587, -6.8003)
H (-5.5640, -4.0897, -5.7671)
H (-3.6295, -3.2201, -2.0430)
H (-10.0739, -1.8904, -1.3266)
H (-10.7205, -0.5217, 0.6402)
H (-8.9996, 0.3427, 2.1765)
H (-5.8059, -0.7421, 2.6972)
H (-6.6340, 0.8140, 2.5646)
H (-3.8081, -1.1425, 0.9532)
H (-4.2378, 2.4342, -1.1046)
H (-6.0321, -1.8017, -0.0171)
I (4.2192, -3.6845, 2.7877)
C (3.5011, -1.7220, 2.8180)
C (3.9437, -0.8186, 3.7672)
C (3.4258, 0.4654, 3.7076)
C (2.5169, 0.7854, 2.7211)
N (2.0748, -0.0932, 1.8120)
C (2.5774, -1.3321, 1.8694)
H (4.6729, -1.0997, 4.5143)
H (3.7403, 1.2221, 4.4129)
H (2.1223, 1.7895, 2.6509)
H (2.2441, -2.0264, 1.1102)

Summary:
E_LUMO (spin up / spin down) in hartree: -0.0065 / -0.0323
2S+1: 4
HOMO (spin up / spin down) in eV: -6.63 / -6.97

Atom charges from the Mulliken analysis, given in e for atoms 1 to 6: -0.21 -1.88 0.99 1.61 -1.30 0.51

=====

This record from the OMol25 dataset describes a structure of composition C15H32BaNO2P2. The level of theory is the ωB97M-V functional and the def2-TZVPD basis.

Geometry (Å):
Ba (-0.8321, -1.2519, -0.6281)
P (-0.0829, 1.4543, -2.0083)
C (1.4472, 0.6130, -2.6213)
C (2.4948, 0.2559, -1.5882)
N (2.0333, -0.3115, -0.4541)
C (2.9347, -0.5401, 0.5253)
C (4.3138, -0.3724, 0.3409)
C (4.7920, 0.1217, -0.8727)
C (3.8551, 0.4660, -1.8457)
C (2.4533, -0.9934, 1.8981)
P (0.7370, -1.6342, 1.9520)
H (4.1436, 0.8682, -2.8157)
H (4.9702, -0.6716, 1.1720)
H (5.8671, 0.2281, -1.0402)
H (3.1557, -1.7640, 2.2656)
H (2.5008, -0.1284, 2.5910)
H (1.1081, -0.3399, -3.1145)
H (1.8951, 1.3067, -3.3499)
H (-0.7417, -3.8457, -2.2354)
O (-0.2083, -3.0475, -2.4346)
H (0.3459, -3.3143, -3.1974)
H (-2.2942, -3.6222, 0.3076)
O (-1.6290, -3.8403, -0.3978)
H (-1.3723, -4.7824, -0.2492)
C (1.1136, -3.3765, 1.5128)
H (1.7312, -3.7785, 2.3257)
H (0.1965, -3.9804, 1.4475)
H (1.6797, -3.4665, 0.5731)
C (0.4831, -1.7657, 3.7600)
H (-0.5345, -2.1474, 3.9395)
H (1.2101, -2.4402, 4.2401)
H (0.5608, -0.7636, 4.2121)
C (0.5093, 3.1348, -1.6461)
H (0.8603, 3.6588, -2.5454)
H (-0.3258, 3.7019, -1.2114)
H (1.3168, 3.1023, -0.9044)
C (-0.9585, 1.7339, -3.5864)
H (-1.9572, 2.1222, -3.3479)
H (-0.4410, 2.4535, -4.2362)
H (-1.0813, 0.7786, -4.1131)
C (-3.4514, 1.8521, 2.7386)
C (-3.7340, 1.6242, 1.2411)
C (-4.3142, 2.9098, 0.5993)
C (-2.5407, 1.1481, 0.5224)
H (-2.6776, 2.6165, 2.8758)
H (-3.1118, 0.9452, 3.2449)
H (-4.3576, 2.1854, 3.2544)
H (-4.5458, 0.8787, 1.1373)
H (-3.6083, 3.7456, 0.6855)
H (-4.5417, 2.7824, -0.4658)
H (-5.2515, 3.2054, 1.0881)
H (-2.5421, 1.1218, -0.5736)
H (-1.5737, 1.1636, 1.0324)

Summary:
E_LUMO in hartree: -0.1170
HOMO in eV: -7.38
Net charge: +1

Atom charges from the natural (NBO) analysis, given in e for atoms 1 to 6: 1.63 0.76 -0.76 0.23 -0.56 0.24